Here is a 15-piece molecular cluster, C75H175N5O15 overall in a non-equilibrium geometry from the Open Molecules 2025 dataset. Energies are from the ωB97M-V functional and the def2-TZVPD basis.

Each line ends with the Löwdin charge.
Cartesian coordinates (Å):
C (5.8629, 1.1476, 4.3696)  -0.04
C (5.7208, -0.2206, 3.6243)  -0.46
C (7.0126, -1.0066, 4.0842)  -0.12
C (6.9489, -2.5467, 3.7615)  -0.16
C (5.6389, -3.1934, 4.1850)  -0.13
C (4.3911, -2.4845, 3.6135)  -0.47
N (4.5264, -1.0636, 3.9638)  -0.09
O (3.4084, -0.3087, 3.6153)  -0.07
C (4.2280, -2.7178, 2.0357)  0.02
C (3.1445, -3.0668, 4.2803)  -0.03
C (5.8886, 0.1266, 2.0950)  -0.05
H (5.8381, 0.9765, 5.4305)  0.06
H (4.9712, 1.7719, 4.0457)  0.10
H (6.7931, 1.6248, 3.9470)  0.10
H (7.9274, -0.5938, 3.5700)  0.13
H (7.1634, -0.8333, 5.1756)  0.11
H (7.8047, -2.9829, 4.2231)  0.10
H (7.1372, -2.6449, 2.7226)  0.09
H (5.5330, -3.0637, 5.2702)  0.12
H (5.5658, -4.2338, 3.8688)  0.12
H (3.1805, -2.9128, 1.8081)  0.06
H (4.5461, -1.8592, 1.5204)  0.03
H (4.7775, -3.6057, 1.7790)  0.08
H (3.2151, -2.7461, 5.3362)  0.07
H (2.2549, -2.5732, 3.8700)  0.07
H (3.1791, -4.1594, 4.1975)  0.10
H (6.1103, -0.6512, 1.3583)  0.05
H (6.7063, 0.9145, 2.0042)  0.09
H (4.9709, 0.6349, 1.6500)  0.08
H (3.0565, 0.0374, 4.4720)  0.08
C (6.6840, -1.3230, -3.5242)  0.00
C (5.4312, -0.8943, -2.6597)  -0.48
C (5.5407, 0.5168, -2.0720)  -0.13
C (5.3452, 1.6084, -3.1259)  -0.17
C (4.0336, 1.4442, -3.8701)  -0.14
C (3.8901, 0.0589, -4.4348)  -0.51
N (4.1340, -0.9256, -3.3530)  -0.07
O (4.0192, -2.2190, -3.8933)  -0.07
C (2.4752, -0.1837, -4.9118)  -0.05
C (4.7365, -0.1524, -5.7321)  -0.01
C (5.2703, -1.8319, -1.5038)  -0.04
H (7.3856, -1.6841, -2.8342)  0.05
H (7.1681, -0.4923, -4.0366)  0.07
H (6.4725, -2.1477, -4.1752)  0.08
H (4.8131, 0.7453, -1.2827)  0.10
H (6.5009, 0.6988, -1.5051)  0.14
H (6.1087, 1.4918, -3.8618)  0.09
H (5.4793, 2.5721, -2.5584)  0.12
H (3.9033, 2.0929, -4.7296)  0.12
H (3.2113, 1.6267, -3.1839)  0.11
H (2.4012, -1.1546, -5.4141)  0.07
H (1.7849, -0.2057, -4.0914)  0.06
H (2.1009, 0.5332, -5.6230)  0.08
H (5.7479, 0.1426, -5.4674)  0.05
H (4.7616, -1.2488, -6.0103)  0.10
H (4.3356, 0.4155, -6.5681)  0.08
H (4.5543, -1.4485, -0.8117)  0.05
H (6.2280, -1.8728, -0.9502)  0.10
H (5.0181, -2.8371, -1.7863)  0.06
H (3.5630, -2.8244, -3.2328)  0.09
C (-7.2019, 0.1928, -1.2240)  -0.05
C (-6.0488, -0.5680, -1.7588)  -0.47
C (-4.8080, 0.4364, -1.8106)  -0.13
C (-3.5518, -0.2714, -2.0862)  -0.22
C (-3.3182, -1.2195, -0.9265)  -0.11
C (-4.4416, -2.2523, -0.7786)  -0.45
N (-5.7192, -1.5709, -0.6905)  -0.11
O (-6.7773, -2.4546, -0.4316)  -0.03
C (-4.3098, -3.3581, -1.9645)  0.01
C (-4.2218, -3.0545, 0.5485)  -0.01
C (-6.3415, -1.1303, -3.1994)  -0.01
H (-7.8461, -0.5417, -0.7308)  0.08
H (-7.7675, 0.7562, -1.9639)  0.09
H (-6.9212, 0.8376, -0.3337)  0.09
H (-5.1155, 1.2018, -2.5728)  0.12
H (-4.6936, 0.8962, -0.8454)  0.10
H (-2.7861, 0.4631, -2.3268)  0.07
H (-3.5807, -0.7775, -3.0542)  0.09
H (-3.3092, -0.5034, -0.0445)  0.13
H (-2.4058, -1.7739, -0.9776)  0.09
H (-3.6004, -4.0133, -1.4932)  0.05
H (-5.1651, -4.0508, -1.9899)  0.08
H (-4.0117, -3.0046, -2.9221)  0.04
H (-4.5150, -2.3569, 1.3737)  0.08
H (-4.8909, -3.8928, 0.5991)  0.07
H (-3.1833, -3.3166, 0.5342)  0.06
H (-7.3744, -1.6083, -3.2029)  0.10
H (-5.5935, -1.8145, -3.5722)  0.04
H (-6.4031, -0.2431, -3.9040)  0.10
H (-6.7600, -3.1607, -1.0912)  0.09
C (-1.9540, 2.9999, -3.0040)  0.00
C (-1.3240, 2.8187, -4.4443)  -0.51
C (-1.3802, 1.2933, -4.7826)  -0.10
C (-2.7121, 0.8196, -5.4926)  -0.16
C (-3.1201, 1.7423, -6.6297)  -0.14
C (-3.3034, 3.1770, -6.0874)  -0.46
N (-1.9444, 3.6201, -5.4813)  -0.10
O (-2.0974, 4.9090, -4.9877)  -0.04
C (-3.6038, 4.0797, -7.3225)  -0.05
C (-4.4803, 3.3496, -5.0564)  -0.02
C (0.1437, 3.1459, -4.3340)  -0.04
H (-2.9803, 2.4843, -2.8844)  0.09
H (-1.8207, 4.0176, -2.6258)  0.07
H (-1.2264, 2.4319, -2.4129)  0.04
H (-0.5318, 0.9840, -5.3860)  0.10
H (-1.2444, 0.7401, -3.8531)  0.09
H (-3.5204, 0.7627, -4.8316)  0.06
H (-2.5678, -0.1886, -5.8285)  0.09
H (-4.1196, 1.3451, -6.9522)  0.13
H (-2.3634, 1.8425, -7.4670)  0.14
H (-3.9406, 5.1007, -7.0803)  0.08
H (-2.7330, 4.0546, -8.0306)  0.09
H (-4.4574, 3.5787, -7.8004)  0.08
H (-4.4363, 4.4006, -4.6851)  0.09
H (-5.4148, 3.1586, -5.6130)  0.09
H (-4.4583, 2.7263, -4.1725)  0.03
H (0.3062, 4.0905, -3.8337)  0.06
H (0.6564, 3.2802, -5.3115)  0.10
H (0.5360, 2.3119, -3.7284)  0.08
H (-1.5568, 5.4675, -5.5742)  0.12
C (1.6714, -0.5663, -0.9675)  -0.01
C (1.0511, 0.3605, 0.0776)  -0.46
C (-0.1241, 1.2080, -0.4910)  -0.09
C (-0.7997, 2.0028, 0.6499)  -0.13
C (-1.3908, 0.9950, 1.6665)  -0.12
C (-0.3954, -0.0222, 2.2127)  -0.48
N (0.3602, -0.5761, 1.0303)  -0.06
O (1.3058, -1.5573, 1.4791)  -0.06
C (0.4989, 0.5686, 3.3272)  -0.01
C (-1.1919, -1.1414, 2.8431)  -0.02
C (2.1792, 1.1754, 0.6100)  -0.02
H (1.9719, -0.0189, -1.8128)  0.04
H (0.9375, -1.2648, -1.3889)  0.08
H (2.5591, -1.1018, -0.6414)  0.08
H (0.2806, 1.7562, -1.3119)  0.09
H (-0.9001, 0.5228, -0.8361)  0.11
H (-1.6236, 2.5943, 0.2626)  0.09
H (-0.1529, 2.7030, 1.1545)  0.08
H (-2.0891, 0.3830, 1.2221)  0.06
H (-1.7578, 1.6111, 2.5301)  0.13
H (-0.1655, 1.0277, 4.0311)  0.08
H (1.0155, -0.3170, 3.7563)  0.07
H (1.1523, 1.3419, 2.9483)  0.07
H (-1.7670, -0.6599, 3.6086)  0.08
H (-1.8872, -1.6774, 2.2260)  0.08
H (-0.5775, -1.8994, 3.3211)  0.08
H (2.9564, 1.3812, -0.0868)  0.06
H (2.6912, 0.6564, 1.3656)  0.04
H (1.8912, 2.1636, 1.0734)  0.10
H (1.8898, -1.1168, 2.1235)  0.05
C (3.6508, -6.0473, -3.8772)  -0.03
C (3.2456, -5.6385, -2.4251)  -0.50
C (4.4833, -5.7823, -1.4877)  -0.05
O (2.8314, -4.3328, -2.4115)  -0.09
H (2.8163, -6.1699, -4.5835)  0.07
H (4.2437, -6.9729, -3.8934)  0.07
H (4.3542, -5.2679, -4.2406)  0.09
H (2.5422, -6.2688, -1.9048)  0.11
H (4.7696, -6.8439, -1.2859)  0.09
H (4.2036, -5.2722, -0.5272)  0.08
H (5.3395, -5.2351, -1.9013)  0.07
H (2.1414, -4.2859, -3.1142)  0.06
C (3.0826, -0.7495, 8.6613)  -0.04
C (2.5007, -0.8159, 7.2626)  -0.49
C (1.0360, -0.5309, 7.3063)  -0.05
O (3.0678, 0.2108, 6.4270)  -0.07
H (4.1344, -0.6770, 8.5748)  0.06
H (2.8833, -1.5597, 9.3510)  0.09
H (2.7604, 0.1975, 9.0429)  0.08
H (2.7830, -1.7240, 6.7146)  0.11
H (0.5473, -1.1653, 8.0529)  0.09
H (0.5509, -0.6495, 6.2861)  0.09
H (0.9415, 0.5145, 7.6225)  0.09
H (3.9197, -0.1126, 6.1490)  0.05
C (-2.3227, 5.7445, -0.3169)  -0.06
C (-3.2393, 6.8300, 0.1236)  -0.53
C (-4.1559, 7.3137, -0.9885)  -0.04
O (-3.9640, 6.4436, 1.2630)  -0.07
H (-1.7138, 6.0737, -1.2086)  0.10
H (-2.9721, 4.8424, -0.4723)  0.10
H (-1.5089, 5.5771, 0.3884)  0.05
H (-2.5566, 7.7105, 0.4169)  0.16
H (-4.4706, 8.3182, -0.7615)  0.07
H (-5.0558, 6.6846, -1.1345)  0.10
H (-3.5132, 7.4547, -1.8620)  0.08
H (-3.2954, 6.2353, 1.9476)  0.06
C (0.4379, -4.8261, 1.1351)  -0.04
C (0.2496, -4.1446, -0.1848)  -0.46
C (-0.3008, -5.0396, -1.3092)  -0.04
O (-0.6869, -3.0681, -0.1548)  -0.09
H (-0.4327, -5.4294, 1.4155)  0.09
H (0.5426, -4.1057, 1.9122)  0.04
H (1.3844, -5.4258, 1.1467)  0.10
H (1.1505, -3.6592, -0.6300)  0.13
H (-1.3440, -5.2531, -1.2837)  0.06
H (0.2020, -6.0399, -1.5258)  0.10
H (-0.2153, -4.4610, -2.1993)  0.03
H (-0.3769, -2.2429, 0.2669)  0.05
C (3.8849, 5.5033, -1.8887)  -0.07
C (2.5269, 5.1915, -1.3652)  -0.52
C (2.4859, 5.3829, 0.1245)  -0.06
O (1.5043, 5.9783, -2.0017)  -0.04
H (4.0517, 5.3783, -2.9828)  0.10
H (4.6259, 4.9248, -1.3096)  0.09
H (4.1909, 6.4592, -1.6484)  0.05
H (2.3114, 4.1568, -1.6406)  0.12
H (2.6145, 6.4681, 0.3307)  0.10
H (3.1844, 4.7497, 0.7286)  0.10
H (1.4583, 5.1532, 0.4318)  0.06
H (1.6279, 5.7327, -2.9130)  0.06
C (-4.8182, -2.0415, 4.6322)  -0.05
C (-6.1295, -1.2965, 4.4329)  -0.47
C (-6.8151, -1.5342, 3.0675)  -0.06
O (-7.0586, -1.6241, 5.5048)  -0.08
H (-4.8705, -2.9743, 4.1449)  0.06
H (-4.6015, -2.2091, 5.6648)  0.07
H (-3.9944, -1.4677, 4.1754)  0.07
H (-6.0128, -0.1916, 4.5532)  0.13
H (-7.0856, -2.6163, 3.0523)  0.08
H (-6.1582, -1.3618, 2.1569)  0.07
H (-7.8141, -1.0492, 3.0002)  0.09
H (-7.2131, -2.5785, 5.4226)  0.08
C (-4.4256, 2.6171, 1.7787)  -0.07
C (-5.8207, 3.1837, 1.5806)  -0.44
C (-6.5993, 3.3959, 2.8798)  -0.05
O (-5.7554, 4.3796, 0.7129)  -0.07
H (-3.8983, 2.4559, 0.8063)  0.07
H (-4.4342, 1.7363, 2.4203)  0.08
H (-3.7394, 3.2806, 2.2776)  0.06
H (-6.3054, 2.3939, 1.0289)  0.10
H (-5.9248, 3.6799, 3.7063)  0.08
H (-7.2050, 2.4919, 3.1731)  0.09
H (-7.2865, 4.2333, 2.7850)  0.07
H (-5.1869, 5.0383, 1.1175)  0.03
C (-2.0114, -4.7196, 5.6870)  -0.05
C (-0.8265, -5.6800, 5.5981)  -0.48
C (0.4751, -4.9177, 5.5146)  -0.07
O (-0.8596, -6.4470, 6.8025)  -0.04
H (-1.9335, -3.8534, 5.0068)  0.08
H (-2.0357, -4.2922, 6.6438)  0.06
H (-2.9299, -5.2460, 5.6252)  0.07
H (-0.8623, -6.3649, 4.7025)  0.15
H (1.3301, -5.5787, 5.5449)  0.07
H (0.4842, -4.3038, 6.4692)  0.11
H (0.5363, -4.3229, 4.6305)  0.04
H (-0.2127, -7.1137, 6.8870)  0.06
C (-0.5303, -2.2138, -4.1649)  -0.06
C (-0.2126, -3.5769, -4.7242)  -0.47
C (-0.4841, -3.3704, -6.2379)  -0.05
O (1.1558, -3.9021, -4.5635)  -0.07
H (-0.0782, -2.0642, -3.2117)  0.06
H (-1.6289, -2.1617, -3.9799)  0.10
H (-0.1742, -1.4228, -4.8443)  0.07
H (-0.8884, -4.2956, -4.2864)  0.13
H (-0.4460, -4.3732, -6.7442)  0.09
H (0.3238, -2.7231, -6.6508)  0.09
H (-1.4863, -2.9828, -6.4394)  0.08
H (1.6288, -3.0980, -4.9343)  0.11
C (0.3052, 6.3773, 2.7788)  -0.05
C (-0.6326, 5.2016, 2.9329)  -0.56
C (-0.2571, 4.3562, 4.0740)  -0.05
O (-1.9921, 5.5456, 2.9690)  -0.05
H (1.2589, 5.9040, 2.5184)  0.07
H (0.3510, 7.0535, 3.6853)  0.10
H (-0.0525, 7.0791, 2.0051)  0.09
H (-0.5037, 4.6631, 1.9866)  0.10
H (-0.1738, 4.9564, 5.0094)  0.10
H (0.6797, 3.8579, 3.7531)  0.09
H (-1.0100, 3.5698, 4.2583)  0.09
H (-2.1698, 5.8963, 3.8534)  0.12

Cartesian forces, eV/Å:
C -1.8 -0.1 -2.2
C 2.2 -1.1 -1.0
C -0.2 -0.6 -0.3
C -0.4 1.7 0.6
C -0.4 1.0 -0.1
C 0.3 0.0 -1.8
N 1.3 1.4 1.5
O -1.3 0.3 -0.1
C -0.6 -0.6 2.3
C 0.7 1.1 0.7
C -0.5 1.8 -0.6
H 0.3 0.3 0.5
H 1.1 -0.4 0.6
H -0.9 -0.5 1.0
H -1.0 -0.2 0.5
H -0.2 -0.3 -0.6
H 0.5 -0.6 0.6
H -0.1 -0.2 -1.3
H 0.2 -0.5 0.0
H 0.2 -0.1 0.3
H 0.0 0.1 -0.1
H 0.5 0.8 -0.9
H 0.4 -0.3 -0.5
H -0.2 -0.7 -0.3
H 0.0 -0.6 0.0
H -0.4 0.3 -0.1
H 0.2 -0.3 0.6
H -0.9 -1.1 0.1
H 0.9 -0.5 0.8
H 0.1 -0.3 -0.6
C -1.2 1.2 0.5
C 0.2 0.6 -0.3
C 0.8 1.0 0.4
C 0.3 0.5 0.9
C -0.1 0.1 0.5
C -0.3 -1.5 -1.3
N 0.1 0.3 0.0
O -0.9 -1.5 -0.1
C -0.6 -0.6 0.0
C 0.6 -1.2 1.1
C 1.5 -0.4 0.8
H 1.2 -0.5 1.1
H -0.2 -0.1 -0.2
H -0.4 -0.2 -0.5
H -0.4 -0.7 -0.1
H -0.5 -0.5 -0.9
H 1.0 0.4 -0.4
H -0.3 -0.6 -1.1
H 0.2 0.6 0.0
H -0.3 0.1 0.1
H 0.1 0.1 0.1
H -0.5 0.0 0.6
H 0.2 0.6 -0.3
H 0.2 0.1 -0.7
H -0.1 1.2 0.3
H 0.1 0.2 0.1
H -0.7 0.1 0.4
H -0.3 -0.1 -0.2
H -0.1 -0.4 -0.1
H 0.6 1.1 -0.6
C -1.2 0.5 1.9
C 1.9 0.1 -0.1
C -2.5 -0.3 -1.1
C 0.8 -0.5 -1.5
C -0.5 1.2 0.6
C -0.1 -1.3 -0.5
N 0.3 1.0 -0.6
O -0.1 -0.2 0.1
C -0.6 0.2 2.7
C -0.9 2.2 -0.5
C -1.5 1.0 0.4
H -0.4 0.2 -0.5
H 0.1 0.1 0.0
H 0.0 -0.4 -1.3
H 0.5 -0.5 0.7
H -0.4 0.5 0.5
H 0.6 0.0 0.8
H -0.3 -0.5 0.0
H 0.0 -1.3 -0.5
H 0.8 -0.2 0.0
H 1.0 -0.3 -0.5
H -0.2 0.6 -0.4
H 0.2 0.2 -0.7
H 0.6 -0.7 -0.5
H -0.1 -0.6 0.0
H 0.6 -0.4 0.5
H 1.3 0.4 -0.1
H 0.0 -0.1 0.0
H 0.1 -1.0 0.7
H 0.1 0.0 -0.3
C 0.3 -1.3 -0.4
C -1.2 -1.0 0.7
C -1.5 0.1 -0.6
C 2.5 0.8 -0.4
C -0.2 0.4 0.2
C 0.6 0.8 0.8
N -1.2 -1.3 -1.9
O 0.3 1.5 0.0
C 0.2 -0.6 0.2
C 0.4 0.8 -1.0
C 0.6 0.2 -0.2
H 1.6 1.3 -0.1
H -0.8 -0.1 -0.3
H -0.5 -0.1 0.2
H 0.1 0.2 -0.4
H -0.1 0.0 0.2
H -1.2 0.1 1.4
H 0.2 -0.7 -0.4
H 0.9 0.6 -0.4
H -0.9 -0.6 0.8
H 0.5 -0.3 0.0
H -0.8 0.2 0.7
H 0.2 0.3 -0.2
H -0.3 -0.7 -0.4
H 0.2 0.2 0.4
H 0.1 -0.4 -0.1
H 0.0 0.2 0.5
H -0.4 -0.7 0.4
H 0.6 0.5 -0.3
H -0.3 -0.3 0.3
C -1.0 -0.5 -0.2
C -1.3 -1.2 -0.5
C 0.4 -0.7 1.6
C -0.3 -1.0 -0.4
C 2.2 2.2 1.2
C 0.9 0.0 -0.7
N 0.3 0.1 0.7
O -0.2 0.4 0.4
C -0.2 -1.2 -0.9
C 0.3 -0.2 0.5
C -0.5 2.2 1.3
H 0.6 1.1 -1.1
H 0.0 -0.2 0.5
H -0.2 0.0 0.3
H 0.1 0.8 -0.5
H 0.2 -0.1 -0.4
H -0.2 0.2 -0.2
H 0.5 0.2 0.1
H -2.2 -0.7 -1.0
H -0.2 -0.9 -0.7
H -0.2 0.1 0.7
H 0.0 1.0 0.2
H 0.4 -0.1 0.1
H -0.5 0.1 0.7
H -0.3 0.0 -0.8
H 0.3 0.0 0.1
H 0.3 0.2 -1.1
H 0.7 -0.9 1.3
H 0.1 -0.9 -0.5
H 0.1 0.0 -0.1
C 0.3 -0.1 0.4
C 2.8 -1.9 0.0
C -0.4 0.6 0.4
O -1.1 1.6 -0.5
H 0.2 0.2 0.3
H -0.3 0.1 0.2
H -0.6 -0.2 0.1
H -0.9 -0.5 -0.5
H -0.3 0.9 -0.3
H 0.3 -0.6 -0.6
H 0.0 -0.2 0.0
H 0.0 0.4 0.4
C 0.0 0.2 -0.6
C 0.3 -0.4 -0.5
C -1.0 -0.2 -1.1
O -0.3 0.6 0.2
H 1.3 0.0 0.0
H -0.5 -0.2 -0.1
H -0.3 0.5 0.7
H -0.6 -0.3 0.7
H -0.1 0.1 -0.3
H 0.5 0.1 1.3
H -0.2 -0.1 -0.1
H 0.8 -0.2 -0.2
C 0.7 -0.7 -1.2
C 1.2 2.0 0.2
C 0.2 0.1 0.3
O -0.2 0.0 0.7
H -1.1 -0.6 0.4
H 1.0 0.4 -0.2
H -0.4 -0.4 0.4
H -0.9 -0.8 -0.4
H -0.5 0.4 0.3
H 0.7 0.1 -0.2
H -0.4 -0.5 -0.3
H -0.3 -0.1 -0.4
C 0.7 -0.8 0.1
C 0.0 0.8 -1.8
C 1.3 -1.2 -0.3
O -1.1 0.0 0.3
H 0.2 -0.2 -0.3
H 0.2 0.8 0.6
H -0.9 0.2 -0.1
H 0.1 -0.9 0.9
H -1.0 -0.1 0.8
H -0.2 1.3 0.7
H 0.3 0.4 -0.9
H 0.4 -0.4 0.0
C 1.2 -1.6 -0.7
C 0.0 -0.7 -0.4
C -0.9 0.4 0.6
O 0.5 0.0 0.9
H -0.3 -0.2 0.7
H -0.2 -0.4 -0.6
H 0.2 2.5 0.4
H -0.1 -0.4 0.3
H 0.2 -0.7 0.1
H -0.4 0.6 -0.8
H 0.2 -0.1 0.2
H -0.4 0.2 -0.8
C 0.1 1.6 -0.7
C -1.0 1.3 0.2
C 0.1 -1.1 -0.2
O 0.4 -0.4 -0.7
H 0.0 -1.3 -0.6
H 0.1 0.1 0.7
H -0.2 -0.3 0.1
H 0.2 -0.8 0.0
H 0.3 0.4 -0.2
H -0.9 0.1 1.1
H 0.9 0.2 0.0
H -0.1 0.3 0.2
C 0.8 0.2 -0.4
C 0.7 0.8 -0.7
C -0.1 -0.2 0.5
O -0.9 -2.0 0.7
H -0.7 -0.4 0.6
H -0.1 -0.4 -0.3
H 0.1 0.8 0.5
H -0.6 0.2 -0.6
H -0.2 -0.3 -0.2
H 0.8 0.8 -0.2
H -0.2 0.0 -0.2
H 0.4 0.4 0.2
C 0.9 -0.1 -1.1
C 0.4 -0.6 -0.7
C -0.3 0.4 2.1
O -1.8 1.2 0.2
H -0.2 -0.7 -0.2
H 0.3 0.6 1.6
H -1.0 -0.4 -0.6
H -0.4 0.5 0.7
H 0.3 -0.3 0.0
H 0.3 -0.3 -1.2
H 0.0 0.6 -0.5
H 1.3 -1.0 -0.4
C -0.9 0.2 0.5
C -0.6 1.9 -1.9
C 0.3 -2.2 -0.4
O 0.8 1.0 -0.4
H 0.5 0.1 0.9
H 0.7 0.3 -0.4
H -0.3 -0.2 0.3
H 0.4 -0.7 0.1
H 0.2 0.9 0.2
H -0.7 -0.3 0.2
H 0.2 0.3 0.1
H -0.4 -1.4 0.7
C -0.4 1.3 0.6
C 0.2 0.6 -1.4
C 0.3 -1.2 0.9
O -0.8 0.6 0.6
H 0.1 0.8 0.2
H 0.3 -1.1 -0.6
H 0.3 -0.6 -0.2
H -0.3 -0.3 0.2
H 0.3 -0.5 -0.6
H -0.2 0.2 0.9
H 0.3 0.2 -0.2
H -0.1 0.0 -0.1

Electronic energy ... -118767.9131 eV
HOMO energy ... -0.308 Ha
Relative energy (zero: lowest compared OMol25 entry of this formula, charge and spin) ... 13.1 kcal/mol
Frontier orbital gap ... 8.70 eV
LUMO level ... 0.34 eV